# 1
DFT (wB97M-V/def2-TZVPD) results for a cluster of 14 separate species, C79H146F24N6O21 in total in a non-equilibrium geometry.

The geometry in XYZ format:
```
276
Properties=species:S:1:pos:R:3:mulliken_charge:R:1
C 5.78 0.28 0.86 -0.774
C 6.27 -1.10 0.91 0.553
O 5.70 -2.02 0.25 -0.719
N 7.26 -1.43 1.69 -0.246
H 4.25 -1.94 -0.55 -0.165
H 7.83 -0.61 2.04 0.313
C 7.86 -2.81 1.69 -0.744
H 5.98 0.62 -0.16 0.387
H 6.15 0.99 1.60 0.420
H 4.71 0.17 0.96 -0.155
H 7.91 -3.36 2.61 0.282
H 8.85 -2.68 1.31 0.360
H 7.21 -3.39 1.06 0.158
C -1.73 0.97 4.56 -0.724
C -2.62 -0.11 5.13 -0.068
C -3.96 -0.17 4.39 -0.407
N -4.97 -1.14 4.96 1.044
C -4.35 -2.56 5.03 -1.601
C -6.07 -1.23 4.02 0.102
C -7.33 -1.45 4.84 -0.866
C -7.11 -0.43 6.06 -0.743
C -5.59 -0.71 6.32 -0.468
H -0.71 0.77 4.88 0.310
H -2.08 2.01 4.77 0.416
H -1.73 0.99 3.44 -0.388
H -2.82 0.16 6.20 0.325
H -2.06 -1.03 5.14 0.189
H -3.91 -0.54 3.37 -0.213
H -4.52 0.78 4.37 0.307
H -4.06 -2.77 4.02 0.477
H -5.13 -3.28 5.24 0.458
H -3.65 -2.72 5.79 0.476
H -5.90 -2.08 3.38 -0.239
H -6.13 -0.36 3.35 0.169
H -7.39 -2.39 5.27 0.367
H -8.20 -1.09 4.27 0.418
H -7.73 -0.72 6.94 0.403
H -7.36 0.61 5.82 0.317
H -5.60 -1.52 7.09 0.325
H -4.94 0.08 6.78 0.346
C 3.87 -2.35 5.89 -2.000
C 3.09 -3.42 5.13 1.549
C 1.81 -2.72 4.55 -1.302
C 1.47 -2.96 3.03 0.657
C 1.91 -4.38 2.83 -1.077
C 3.44 -4.66 2.84 2.876
N 3.95 -4.11 4.14 1.112
O 5.00 -4.47 4.45 -0.499
C 4.20 -3.83 1.79 -2.267
C 3.63 -6.18 2.71 -1.373
C 2.69 -4.55 6.10 -1.432
H 4.69 -2.92 6.40 0.416
H 3.08 -2.17 6.66 0.475
H 4.23 -1.51 5.33 0.473
H 1.84 -1.67 4.84 0.636
H 0.95 -3.13 5.10 -0.210
H 2.03 -2.19 2.45 -0.576
H 0.38 -2.84 2.95 0.201
H 1.55 -4.68 1.84 1.040
H 1.30 -4.98 3.53 -0.593
H 4.20 -2.79 2.07 0.261
H 3.68 -3.83 0.86 -0.007
H 5.25 -4.12 1.60 0.681
H 2.85 -6.70 3.34 0.286
H 4.68 -6.53 2.83 0.452
H 3.40 -6.51 1.68 -0.019
H 3.47 -5.13 6.62 0.277
H 1.93 -5.29 5.69 0.178
H 2.09 -4.03 6.84 0.494
C -2.42 -4.08 -7.90 -1.676
C -1.89 -3.36 -6.64 1.416
C -0.59 -3.95 -6.10 -0.865
C 0.45 -2.99 -5.43 0.980
C 0.65 -1.70 -6.17 -1.881
C -0.64 -0.92 -6.50 1.579
N -1.63 -1.85 -7.16 0.935
O -2.27 -1.39 -8.02 -0.327
C -0.24 0.08 -7.53 -1.597
C -1.41 -0.32 -5.16 0.222
C -3.02 -3.09 -5.57 -1.479
H -3.39 -3.67 -8.26 0.346
H -2.50 -5.16 -7.72 0.323
H -1.73 -3.96 -8.75 0.462
H -0.06 -4.28 -6.98 0.419
H -0.76 -4.84 -5.44 -0.027
H 1.45 -3.39 -5.26 0.813
H 0.27 -2.76 -4.39 -1.128
H 1.20 -1.89 -7.13 0.325
H 1.27 -0.97 -5.57 0.450
H 0.56 0.80 -7.26 0.338
H -1.10 0.75 -7.85 0.289
H 0.09 -0.32 -8.50 0.437
H -0.99 -0.87 -4.26 -0.958
H -2.50 -0.55 -5.17 -0.532
H -1.22 0.74 -5.12 0.827
H -3.89 -2.61 -6.09 0.320
H -2.74 -2.40 -4.78 -0.211
H -3.26 -4.04 -5.23 0.993
C 4.52 8.29 -1.52 -1.408
C 3.58 7.95 -0.38 1.272
C 2.15 8.05 -0.98 -0.999
C 1.10 7.34 -0.17 -1.408
C 1.41 5.85 0.02 1.253
C 2.84 5.58 0.69 1.332
N 3.87 6.52 0.15 1.524
O 4.97 6.20 0.29 -0.575
C 3.32 4.17 0.55 -0.867
C 2.83 6.02 2.21 -0.892
C 4.02 8.89 0.86 -2.283
H 4.03 9.13 -2.00 0.449
H 4.43 7.51 -2.30 0.164
H 5.59 8.55 -1.20 0.228
H 2.22 7.73 -1.97 0.654
H 1.98 9.12 -1.02 0.345
H 0.06 7.40 -0.54 0.446
H 1.05 7.77 0.84 0.248
H 1.37 5.25 -0.90 -1.378
H 0.69 5.52 0.77 0.482
H 2.61 3.45 1.05 -0.354
H 4.29 4.18 1.05 0.673
H 3.47 3.85 -0.51 -0.184
H 2.46 7.02 2.30 0.394
H 3.84 5.81 2.61 0.496
H 2.18 5.39 2.88 -0.573
H 5.03 8.58 0.98 0.658
H 3.52 8.74 1.82 0.329
H 4.02 9.89 0.66 0.720
C -0.90 1.59 0.27 -0.800
C -0.30 0.81 -0.85 1.940
C 1.11 0.39 -0.62 -0.526
C 1.17 -0.76 0.38 1.160
C 0.55 -1.99 -0.22 0.642
C -0.99 -1.90 -0.36 2.083
N -1.19 -0.43 -1.08 1.149
O -2.18 -0.38 -1.74 -0.214
C -1.66 -1.67 1.06 0.170
C -1.66 -2.90 -1.24 0.022
C -0.45 1.50 -2.15 -2.070
H -1.89 2.04 0.10 0.670
H -0.31 2.54 0.34 -0.213
H -0.86 1.10 1.28 -0.422
H 1.59 1.39 -0.31 -0.345
H 1.55 0.13 -1.62 0.298
H 0.65 -0.42 1.30 -0.963
H 2.19 -1.07 0.56 0.231
H 0.71 -2.93 0.38 -0.573
H 0.91 -2.16 -1.23 -0.298
H -1.06 -0.96 1.69 -0.278
H -1.71 -2.72 1.48 -0.277
H -2.71 -1.43 0.94 -0.367
H -2.77 -2.92 -1.05 -0.717
H -1.19 -3.83 -0.91 0.002
H -1.57 -2.67 -2.31 -0.162
H -0.25 0.91 -3.04 -0.020
H 0.16 2.38 -2.19 0.254
H -1.50 1.86 -2.41 0.483
C -4.35 0.86 -6.70 -0.245
O -5.50 1.03 -5.88 -0.443
O -3.85 -0.33 -6.71 -0.506
C -4.86 1.44 -8.07 0.588
F -5.33 2.64 -7.98 -0.294
F -3.81 1.44 -8.88 -0.261
F -5.89 0.77 -8.66 -0.323
C -5.33 1.59 -4.62 0.427
C -6.67 1.69 -3.86 -1.517
H -7.24 0.79 -4.00 0.347
H -6.47 1.93 -2.85 0.361
H -7.20 2.45 -4.40 0.412
H -4.89 2.59 -4.72 0.302
H -4.61 0.90 -4.13 -0.135
H -3.70 1.64 -6.39 0.436
C 2.06 1.53 3.78 -1.025
O 1.69 2.87 3.24 0.277
O 1.80 0.45 3.10 -0.152
C 3.63 1.91 3.92 0.204
F 4.15 1.00 4.85 -0.311
F 4.39 1.66 2.79 -0.041
F 3.99 3.13 4.38 -0.280
C 0.38 3.27 3.40 2.096
C 0.13 4.22 4.66 -1.395
H -0.01 3.63 5.61 0.298
H 1.01 4.88 4.76 0.383
H -0.83 4.74 4.50 0.407
H -0.32 2.38 3.31 -1.536
H 0.03 3.88 2.51 -0.333
H 1.62 1.42 4.75 0.533
C 0.68 11.04 1.36 0.185
O 2.17 11.02 1.32 -0.045
O 0.16 11.55 2.40 -0.850
C 0.33 11.65 0.00 0.909
F 0.22 12.96 -0.07 -0.303
F 1.10 11.35 -1.10 -0.283
F -0.90 11.13 -0.36 -0.329
C 2.83 12.22 1.67 -0.550
C 3.70 11.77 2.95 -0.973
H 4.10 12.61 3.53 0.387
H 2.99 11.25 3.56 0.261
H 4.49 11.09 2.62 0.175
H 2.09 12.95 2.03 0.451
H 3.37 12.72 0.80 0.241
H 0.46 9.97 1.07 -0.222
C -1.90 -6.63 -3.38 -0.721
O -2.95 -6.68 -2.21 -0.039
O -1.95 -5.60 -4.16 -0.359
C -0.52 -6.82 -2.57 0.680
F -0.08 -5.58 -2.23 0.024
F -0.64 -7.53 -1.43 -0.301
F 0.52 -7.43 -3.23 -0.345
C -4.27 -6.90 -2.73 -0.343
C -5.20 -7.37 -1.58 -1.088
H -4.97 -6.74 -0.74 0.108
H -6.23 -7.14 -2.00 0.340
H -4.87 -8.35 -1.23 0.343
H -4.24 -7.55 -3.65 0.417
H -4.65 -6.00 -3.18 0.177
H -1.99 -7.67 -3.83 0.160
C -0.67 -6.25 4.99 -0.134
O -1.56 -5.72 3.96 -0.131
O 0.61 -6.19 4.66 -0.728
C -1.07 -5.37 6.21 0.713
F -0.46 -5.79 7.40 -0.348
F -0.66 -4.04 6.04 -0.229
F -2.35 -5.27 6.46 -0.306
C -1.53 -6.50 2.79 -0.586
C -1.85 -5.62 1.57 0.810
H -2.80 -5.12 1.65 -0.317
H -1.13 -4.80 1.61 -0.619
H -1.79 -6.08 0.56 0.182
H -2.29 -7.26 2.88 0.395
H -0.49 -6.91 2.79 0.298
H -1.10 -7.34 5.16 0.078
C 3.27 5.16 -3.35 -0.643
O 2.16 4.40 -3.94 -0.367
O 3.22 5.31 -2.00 -0.155
C 4.53 4.38 -3.89 0.698
F 5.57 5.07 -3.37 -0.238
F 4.45 3.09 -3.81 -0.188
F 4.62 4.60 -5.28 -0.354
C 0.95 5.06 -3.67 1.432
C -0.01 5.07 -4.79 -1.981
H -0.02 4.21 -5.37 0.424
H -0.97 5.29 -4.36 0.417
H 0.14 5.83 -5.53 0.441
H 1.17 6.09 -3.35 -0.228
H 0.55 4.56 -2.72 -0.415
H 3.35 6.10 -3.90 0.262
C -6.60 -0.32 0.73 -0.327
O -5.72 -1.52 1.01 0.270
O -7.27 0.00 1.75 -0.890
C -5.56 0.72 0.47 0.780
F -4.77 0.92 1.57 -0.315
F -4.61 0.37 -0.51 -0.145
F -6.06 1.88 0.05 -0.320
C -5.61 -2.63 0.06 -0.802
C -5.07 -3.69 0.90 0.008
H -5.83 -4.20 1.59 0.484
H -4.70 -4.46 0.19 0.047
H -4.24 -3.39 1.54 -0.590
H -5.05 -2.34 -0.81 0.196
H -6.60 -2.96 -0.15 0.610
H -7.10 -0.52 -0.30 0.223
C 3.67 -3.02 -2.03 0.451
O 3.78 -4.36 -1.55 -0.052
O 3.46 -2.11 -1.04 1.115
C 4.83 -2.80 -2.98 0.538
F 4.61 -3.57 -4.06 -0.262
F 4.88 -1.49 -3.35 -0.208
F 6.06 -3.13 -2.55 -0.261
C 3.18 -5.53 -2.22 0.263
C 3.65 -6.75 -1.50 -1.062
H 3.44 -6.62 -0.46 -0.205
H 3.11 -7.58 -1.91 0.452
H 4.71 -7.04 -1.49 0.382
H 3.48 -5.51 -3.24 0.483
H 2.14 -5.53 -2.21 -0.204
H 2.71 -2.96 -2.70 -0.732
```

Charge = -2



# 2
DFT (wB97M-V/def2-TZVPD) results for the ion C4H7O2 with charge -1 in a non-equilibrium geometry.

The geometry in XYZ format:
```
13
Properties=species:S:1:pos:R:3:nbo_charge:R:1
O 2.33 0.23 -0.82 -0.703
C 1.45 0.70 -0.03 0.313
C 0.18 1.22 -0.31 -0.744
C -1.03 0.35 0.17 -0.445
C -0.72 -1.13 0.39 -0.080
O -0.07 -1.71 -0.76 -0.772
H 1.86 0.83 1.01 0.043
H 0.16 2.17 -0.81 0.196
H -1.73 0.55 -0.71 0.209
H -1.26 0.69 1.16 0.167
H -1.76 -1.53 0.41 0.162
H -0.08 -1.27 1.26 0.156
H 0.66 -1.10 -0.97 0.499
```

Charge = -1
Structure (SMILES) = [O-]/C=C/CCO
Energy above the lowest of the compared OMol25 structures with the same formula, charge and spin = 94.9 kcal per mole



Highest occupied orbital energy across the listed records, respectively: -3.66 -1.27 eV.
Electronic energy across the listed records, respectively: -201430.5819 -8353.9614 eV.
LUMO energy across the listed records, respectively: 0.4 4.4 eV.